Formula: C12H12N4O2S
Source: the Open Molecules 2025 dataset
Level of theory: the ωB97M-V functional and the def2-TZVPD basis

Computed properties:
**Frontier orbital gap**: 6.16 eV
**Max |F|**: 19.10 eV Å⁻¹

Each line ends with the natural charge from an NBO analysis.
Geometry (Å):
C (1.5015, -0.3960, -3.6209)  -0.34
C (0.6771, -0.3555, -2.4680)  -0.02
C (-0.7118, -0.9167, -2.2595)  -0.60
H (-0.7920, -1.5502, -1.5137)  0.22
H (-1.0057, -1.6459, -3.4211)  0.20
H (-1.2712, -0.1060, -2.4706)  0.23
C (1.5271, 0.2955, -1.4209)  -0.11
N (1.4231, -0.8722, -0.1647)  -0.45
C (0.8220, -0.8980, 1.0429)  0.33
N (1.2273, -1.7404, 1.7482)  -0.28
N (2.3265, -2.4473, 1.2052)  -0.39
C (2.4347, -1.9509, -0.1196)  0.21
S (3.3379, -2.2250, -1.4872)  -0.21
H (2.7410, -3.1672, 1.4791)  0.39
C (-0.2552, 0.0276, 1.5195)  -0.10
C (-1.0241, 0.7898, 0.6701)  -0.14
C (-2.1220, 1.6760, 1.1458)  0.03
C (-2.0317, 1.9181, 2.5792)  -0.08
C (-1.2331, 1.2366, 3.5915)  -0.23
C (-0.0992, 0.4700, 2.9468)  -0.07
H (0.5111, -0.1736, 3.5178)  0.23
H (-0.9389, 1.4931, 4.5612)  0.23
H (-2.7647, 2.5519, 3.1415)  0.25
N (-2.9006, 2.2737, 0.4405)  0.41
O (-3.9899, 2.6595, 1.0774)  -0.43
O (-3.0539, 1.9608, -0.7176)  -0.35
H (-1.2712, 0.5522, -0.4971)  0.26
H (2.4240, 0.4521, -1.3344)  0.19
H (0.9397, 1.1065, -1.0079)  0.20
H (1.0808, -0.8382, -4.5584)  0.19
H (2.4915, -0.1802, -3.6051)  0.20



Formula: C18H32N8O2
Source: the Open Molecules 2025 dataset
Level of theory: the ωB97M-V functional and the def2-TZVPD basis

Computed properties:
**Frontier orbital gap**: 9.30 eV
**Max |F|**: 2.91 eV Å⁻¹
**SMILES**: CN(C)C=O.CN(C)C=O.CC#N.CC#N.CC#N.CC#N.CC#N.CC#N

Each line ends with the natural charge from an NBO analysis.
Geometry (Å):
C (2.5975, 1.0378, 2.5452)  -0.43
N (3.4216, 2.1577, 2.0645)  -0.46
C (2.6637, 3.3951, 1.8182)  -0.42
C (4.8131, 2.0125, 2.0317)  0.52
O (5.6199, 2.9483, 2.0420)  -0.60
H (1.5306, 1.2582, 2.5812)  0.21
H (2.8078, 0.7293, 3.5692)  0.20
H (2.7015, 0.1286, 1.9531)  0.22
H (1.8430, 3.1549, 1.1423)  0.19
H (2.3301, 3.7770, 2.7831)  0.20
H (3.2202, 4.2082, 1.3521)  0.25
H (5.1121, 0.9783, 2.2627)  0.12
C (-1.0635, -2.3350, -2.7929)  -0.42
N (-1.9999, -3.0526, -1.9385)  -0.44
C (-1.7926, -3.0112, -0.4809)  -0.40
C (-2.9721, -3.8500, -2.4368)  0.53
O (-3.1119, -4.1633, -3.6197)  -0.64
H (-0.8422, -1.3980, -2.2819)  0.20
H (-1.4346, -2.2594, -3.8149)  0.23
H (-0.0606, -2.7571, -2.8584)  0.19
H (-2.7331, -3.2452, 0.0177)  0.23
H (-1.0425, -3.7481, -0.1939)  0.19
H (-1.4936, -2.0000, -0.2049)  0.19
H (-3.6369, -4.2586, -1.6601)  0.13
C (-4.7486, -0.7028, -2.8621)  -0.74
C (-5.0578, -1.4860, -1.7285)  0.32
N (-5.2930, -2.1271, -0.8178)  -0.37
H (-5.5740, -0.6382, -3.5711)  0.25
H (-3.9132, -1.2324, -3.3200)  0.26
H (-4.4245, 0.3071, -2.6108)  0.27
C (-1.0079, -1.7174, 5.0186)  -0.72
C (-0.1962, -1.5716, 3.8230)  0.31
N (0.4062, -1.4494, 2.8734)  -0.37
H (-0.5938, -1.0963, 5.8129)  0.26
H (-0.9620, -2.7770, 5.2699)  0.27
H (-1.9999, -1.3246, 4.7956)  0.26
C (-1.6144, 2.1910, 3.4052)  -0.71
C (-3.0011, 2.3323, 2.8738)  0.27
N (-4.0155, 2.5321, 2.3824)  -0.30
H (-1.6815, 2.4890, 4.4515)  0.25
H (-0.9014, 2.7957, 2.8448)  0.25
H (-1.3163, 1.1431, 3.4386)  0.24
C (2.4228, -1.3225, -4.7838)  -0.72
C (2.1918, -0.9259, -3.3813)  0.32
N (1.9706, -0.6113, -2.2742)  -0.38
H (2.4967, -0.4101, -5.3756)  0.26
H (1.5058, -1.8307, -5.0818)  0.26
H (3.3553, -1.8824, -4.8544)  0.26
C (3.5221, 2.4287, -1.5425)  -0.72
C (3.6173, 3.8613, -1.6375)  0.28
N (3.7630, 5.0078, -1.7714)  -0.33
H (3.8008, 1.9583, -2.4855)  0.25
H (2.4636, 2.2407, -1.3628)  0.25
H (4.2040, 2.0276, -0.7927)  0.26
C (-0.4839, 0.2986, -0.0343)  -0.73
C (-1.9454, 0.4192, -0.2209)  0.28
N (-3.0950, 0.5231, -0.4235)  -0.34
H (-0.1920, 0.9297, 0.8052)  0.25
H (0.0025, 0.6333, -0.9505)  0.27
H (-0.1823, -0.7204, 0.2079)  0.27



Formula: C2H2I2S2
Source: the Open Molecules 2025 dataset
Level of theory: the ωB97M-V functional and the def2-TZVPD basis

Computed properties:
**Frontier orbital gap (alpha / beta)**: 7.15 / 7.15 eV
**Max |F|**: 3.39 eV Å⁻¹

Each line ends with the natural charge from an NBO analysis.
Geometry (Å):
C (0.4476, 0.1958, -0.0232)  -0.19
C (-0.8194, 0.1309, 0.2686)  -0.51
S (1.6927, -1.9701, -0.8839)  -0.20
S (-1.7236, 1.3775, 1.1430)  0.09
I (1.9790, 1.4737, 0.4324)  0.30
I (-2.0927, -1.4126, -0.3897)  0.25
H (1.1812, -1.8644, -2.1114)  0.12
H (-0.6648, 2.0692, 1.5640)  0.13



Formula: C10H9BeCl2NO
Source: the Open Molecules 2025 dataset
Level of theory: the ωB97M-V functional and the def2-TZVPD basis

Computed properties:
**Frontier orbital gap (alpha / beta)**: 6.63 / 4.34 eV
**Max |F|**: 2.19 eV Å⁻¹

Each line ends with the natural charge from an NBO analysis.
Geometry (Å):
Be (-0.8516, -1.4811, -0.8463)  1.49
C (1.0407, 1.5905, -4.3356)  -0.52
H (1.5996, 1.0006, -6.3742)  0.00
H (0.0357, 1.2393, -4.6495)  0.18
H (1.7686, 0.8067, -4.0075)  0.17
H (1.2402, 2.6527, -4.1723)  0.18
H (1.6690, 0.4690, -6.9504)  0.00
Cl (-4.3673, 0.5802, 1.0607)  0.04
C (-2.8160, 0.1462, 1.6248)  -0.14
C (-2.4006, 0.3224, 2.9630)  -0.22
C (-1.0902, 0.0673, 3.3699)  -0.08
Cl (-0.6835, 0.0252, 5.0359)  0.01
C (-0.0298, -0.2085, 2.4060)  -0.06
C (1.3334, -0.4652, 2.6473)  -0.22
C (2.1537, -0.8551, 1.6118)  -0.24
C (1.6246, -1.0916, 0.3416)  0.00
N (0.2976, -0.9188, 0.1122)  -0.88
C (-0.4870, -0.3772, 1.0961)  0.07
C (-1.8560, -0.3454, 0.7334)  0.32
O (-2.1671, -0.9475, -0.3928)  -0.99
H (-3.1525, 0.6333, 3.7075)  0.24
H (1.6757, -0.3842, 3.6739)  0.23
H (3.2096, -0.9932, 1.8003)  0.23
H (2.2534, -1.4657, -0.4559)  0.20



Formula: C44H36Cl2N2O9STeV
Source: the Open Molecules 2025 dataset
Level of theory: the ωB97M-V functional and the def2-TZVPD basis

Computed properties:
**Frontier orbital gap (alpha / beta)**: 5.56 / 4.40 eV
**Net charge**: +2
**Max |F|**: 4.43 eV Å⁻¹
**2S+1**: 2
**⟨S²⟩**: 0.842

Each line ends with the Mulliken spin population.
Geometry (Å):
V (-0.2575, -0.0928, 0.9076)  0.88
Cl (-7.4416, 0.8627, -0.2605)  0.00
C (-5.7393, 0.6568, -0.1963)  -0.01
C (-4.9433, 1.6827, 0.2751)  0.00
C (-3.5716, 1.5141, 0.3517)  -0.01
Cl (-2.6288, 2.8005, 1.0093)  0.00
C (-2.9918, 0.3220, -0.0724)  0.01
O (-1.6384, 0.1084, 0.0688)  -0.02
C (-3.7997, -0.7061, -0.5554)  -0.01
C (-3.2371, -2.0103, -1.0225)  0.00
O (-2.0617, -2.2550, -1.1272)  0.00
C (-5.1692, -0.5353, -0.6034)  0.00
H (-5.3902, 2.6133, 0.5971)  0.00
H (-3.9966, -2.7722, -1.2721)  0.00
H (-5.8004, -1.3392, -0.9655)  0.00
O (2.0234, 1.0995, 0.2928)  -0.04
N (0.7954, 1.2207, 0.1840)  -0.08
O (2.3625, 0.1048, 4.7974)  0.00
C (1.1581, 0.0319, 5.4092)  0.01
C (1.1557, -0.1058, 6.7893)  0.00
C (-0.0398, -0.2012, 7.4720)  0.01
C (-1.2671, -0.1375, 6.8047)  0.00
C (-1.2749, 0.0244, 5.4456)  0.00
C (-0.0659, 0.0994, 4.7253)  0.00
C (-0.1303, 0.1983, 3.2933)  0.04
O (-1.2170, 0.3888, 2.6468)  -0.01
O (0.9134, 0.0869, 2.5229)  -0.04
H (2.2314, 0.1342, 3.8396)  0.00
H (2.1074, -0.1389, 7.3031)  0.00
H (-0.0242, -0.3262, 8.5481)  0.00
H (-2.1953, -0.2136, 7.3542)  0.00
H (-2.2065, 0.0978, 4.9005)  0.00
O (2.8044, 8.6106, -0.8964)  0.00
C (2.9840, 7.5912, -0.0441)  0.00
O (3.6629, 7.7162, 0.9284)  0.01
C (2.3004, 6.2695, -0.3391)  0.04
C (1.6017, 5.9853, -1.5038)  -0.02
C (1.0174, 4.7420, -1.6823)  0.04
C (1.1333, 3.7890, -0.6731)  0.00
S (0.2242, 2.3188, -0.9730)  0.22
C (1.8303, 4.0549, 0.5067)  0.02
C (2.4106, 5.2955, 0.6558)  -0.01
H (2.2200, 8.3999, -1.6325)  0.00
H (1.5048, 6.7061, -2.3067)  0.00
H (0.4745, 4.5210, -2.5950)  0.00
H (1.9200, 3.3290, 1.3005)  0.00
H (2.9647, 5.5435, 1.5515)  0.00
C (3.9692, -4.7042, -6.0594)  0.00
C (3.4538, -3.9357, -4.8733)  0.00
C (2.4064, -3.0293, -5.0061)  0.00
C (1.9706, -2.2573, -3.9404)  0.00
C (0.8052, -1.3131, -4.1455)  0.00
C (2.6204, -2.4214, -2.7027)  0.00
Te (2.3241, -0.7876, -1.4128)  0.02
N (0.8346, -1.2996, -0.1455)  -0.04
C (0.4833, -2.3607, 0.6290)  -0.01
O (-0.3363, -2.0011, 1.5356)  0.00
C (0.8869, -3.7563, 0.4909)  0.00
C (1.0788, -4.5142, 1.6489)  0.00
C (1.3733, -5.8616, 1.5375)  0.00
C (1.4370, -6.4553, 0.2807)  0.00
C (1.2112, -5.7079, -0.8681)  0.00
C (0.9372, -4.3537, -0.7678)  0.00
C (4.2823, -0.7244, -0.6393)  0.00
C (5.1370, -0.3159, -1.6574)  0.00
C (6.4666, -0.0697, -1.3600)  0.00
C (6.9056, -0.2115, -0.0510)  0.00
C (6.0305, -0.6168, 0.9459)  0.00
C (4.6920, -0.8886, 0.6759)  0.00
C (3.7642, -1.3343, 1.7717)  0.00
C (3.6172, -3.3916, -2.5042)  0.00
C (4.2329, -3.7294, -1.1684)  0.00
C (4.0067, -4.1294, -3.6121)  0.00
H (3.5952, -4.2897, -6.9934)  0.00
H (3.6616, -5.7510, -6.0065)  0.00
H (5.0590, -4.6885, -6.0824)  0.00
H (1.9177, -2.9192, -5.9682)  0.00
H (0.1991, -1.6473, -4.9848)  0.00
H (1.1376, -0.2980, -4.3724)  0.00
H (0.1493, -1.2800, -3.2735)  0.00
H (1.0080, -4.0371, 2.6182)  0.00
H (1.5357, -6.4538, 2.4284)  0.00
H (1.6453, -7.5155, 0.1991)  0.00
H (1.2346, -6.1806, -1.8426)  0.00
H (0.7089, -3.7764, -1.6501)  0.00
H (4.7847, -0.2098, -2.6804)  0.00
H (7.1514, 0.2333, -2.1406)  0.00
H (7.9389, -0.0046, 0.1951)  0.00
H (6.3900, -0.7329, 1.9619)  0.00
H (4.3121, -1.8122, 2.5818)  0.00
H (3.0204, -2.0432, 1.4073)  0.00
H (3.2343, -0.4759, 2.1800)  0.00
H (3.6469, -3.3457, -0.3372)  0.00
H (5.2511, -3.3433, -1.0858)  0.00
H (4.2827, -4.8141, -1.0569)  0.00
H (4.7646, -4.8963, -3.4781)  0.00



Formula: C3H2FNO2
Source: the Open Molecules 2025 dataset
Level of theory: the ωB97M-V functional and the def2-TZVPD basis

Computed properties:
**Frontier orbital gap**: 8.68 eV
**Max |F|**: 7.76 eV Å⁻¹

Each line ends with the natural charge from an NBO analysis.
Geometry (Å):
C (-0.4650, -0.3819, 0.4340)  0.06
C (-0.1246, -1.3794, -0.6123)  -0.10
C (0.2164, 0.6987, 0.0767)  0.59
H (-1.2406, -1.4672, 1.8872)  0.45
H (-0.4874, -2.4094, -0.8270)  0.23
N (0.9846, -0.8867, -1.2703)  -0.10
O (-1.5420, -0.3535, 1.1659)  -0.59
O (1.1550, 0.3596, -0.8317)  -0.28
F (0.0189, 1.8234, 0.6410)  -0.26